--- A ---
{"formula": "C7H13NO2", "method": "ωB97M-V with the def2-TZVPD basis set", "smiles": "CC1([C@@](C)(O)C(N)=O)CC1", "mol_weight_g_mol": 143.2, "multiplicity": 1, "charge": 0, "species": ["C", "C", "C", "C", "O", "C", "N", "O", "C", "C", "H", "H", "H", "H", "H", "H", "H", "H", "H", "H", "H", "H", "H"], "xyz": [[1.21319, -1.66802, -0.40056], [0.25868, -0.73362, 0.29305], [0.33559, 0.74141, -0.11292], [0.62334, 1.68521, 1.05444], [1.34254, 0.89897, -1.12917], [-1.06522, 1.06724, -0.74620], [-1.18140, 0.68509, -2.07724], [-1.89590, 1.80250, -0.20838], [-0.32283, -1.15500, 1.61794], [-1.25260, -1.26910, 0.43628], [2.24379, -1.35913, -0.19590], [1.05132, -1.63268, -1.48234], [1.08719, -2.70097, -0.06238], [-0.16431, 1.67018, 1.81142], [1.57400, 1.42732, 1.53262], [0.69551, 2.71617, 0.69086], [1.96248, 1.58664, -0.83918], [-2.02477, 0.99631, -2.53976], [-0.32840, 0.70849, -2.62622], [-0.59195, -0.40710, 2.35467], [0.05112, -2.07400, 2.05916], [-1.42582, -2.25911, 0.02705], [-2.18555, -0.72680, 0.54276]]}

--- B ---
{"formula": "C7H13NO2", "method": "ωB97M-V with the def2-TZVPD basis set", "mol_weight_g_mol": 143.2, "multiplicity": 1, "charge": 0, "species": ["C", "C", "C", "C", "C", "N", "C", "C", "O", "O", "H", "H", "H", "H", "H", "H", "H", "H", "H", "H", "H", "H", "H"], "xyz": [[0.47047, 0.40327, 0.31743], [-0.63973, -0.21059, -0.38629], [0.64131, 1.89800, 0.18863], [-1.24408, -1.54628, -0.03131], [-0.43652, 0.23295, 2.03708], [0.10664, -0.71299, 2.83798], [0.28186, -0.51097, -1.95794], [0.11960, 0.24193, -3.03037], [1.64100, -0.31232, 0.41633], [-1.28956, 1.01116, 2.40468], [2.34616, 0.16341, -0.03769], [-1.37439, 0.53109, -0.68440], [0.85646, -1.28685, 2.49359], [-0.10681, -0.73107, 3.82709], [0.81427, -1.45688, -2.00113], [1.22509, 2.26613, 1.03309], [1.15983, 2.14962, -0.73647], [-0.32260, 2.39742, 0.21662], [-1.76008, -1.95559, -0.89965], [-2.02077, -1.42255, 0.72224], [-0.47699, -2.24818, 0.28978], [0.45370, -0.06914, -4.01584], [-0.44487, 1.16841, -3.00344]]}

Result of the stability comparison: A is the most stable of them.

--- A ---
{"formula": "C6H7N3", "method": "ωB97M-V with the def2-TZVPD basis set", "mol_weight_g_mol": 121.1, "multiplicity": 1, "charge": 0, "species": ["C", "C", "C", "C", "C", "C", "N", "N", "N", "H", "H", "H", "H", "H", "H", "H"], "xyz": [[2.09994, -1.95998, 1.85980], [1.11810, -2.09409, 2.89465], [1.44567, -1.04144, 1.08766], [0.08840, 0.15524, 0.47708], [-1.38742, 0.85790, -0.14181], [-1.26441, 1.55346, -1.45900], [0.02522, -1.31723, 2.77388], [0.27691, -0.66354, 1.60678], [1.26001, -0.35080, -0.14739], [3.21583, -2.39500, 1.68899], [1.24311, -2.47382, 3.91736], [-2.13053, 1.14554, 0.63824], [-0.42777, 1.01774, -1.97069], [-1.33913, 2.64408, -1.27695], [-2.07089, 1.17773, -2.15089], [2.00243, 0.26729, -0.53437]]}

--- B ---
{"formula": "C6H7N3", "method": "ωB97M-V with the def2-TZVPD basis set", "smiles": "C1=C2C[C@H]12.c1c[nH]nn1", "mol_weight_g_mol": 121.1, "multiplicity": 1, "charge": 0, "species": ["C", "C", "C", "C", "H", "H", "H", "H", "C", "C", "N", "N", "N", "H", "H", "H"], "xyz": [[0.94042, 0.40330, 1.40967], [-0.36147, 0.17300, 1.46856], [-0.44326, -0.74211, 2.66730], [0.83599, -0.88259, 2.04082], [1.72120, 0.90211, 0.98653], [-0.90053, -0.18250, 3.54208], [-1.01818, -1.73911, 2.51123], [0.93305, -1.87935, 1.60888], [0.73378, 1.11491, -3.23889], [-0.48680, 1.13474, -2.55031], [-0.15922, 0.85148, -1.24837], [1.11158, 0.51921, -1.23422], [1.66909, 0.66076, -2.40184], [0.79546, 1.36825, -4.24495], [-1.44767, 1.48041, -2.89905], [-0.70956, 0.45172, -0.37966]]}

Result of the stability comparison: B is the most stable of them.

--- A ---
{"formula": "H3O3PS2", "method": "ωB97M-V with the def2-TZVPD basis set", "smiles": "OP(O)S.O=S", "mol_weight_g_mol": 146.1, "multiplicity": 1, "charge": 0, "species": ["O", "P", "O", "S", "H", "H", "H", "O", "S"], "xyz": [[1.01288, 0.27980, -1.13292], [0.03761, -0.91708, -0.77021], [-1.16472, -0.01883, -0.28706], [0.93586, -1.52825, 1.11205], [1.96660, -0.00045, -1.23893], [-1.96775, -0.36177, -0.07314], [1.81846, -2.27435, 0.31930], [-3.84528, -0.00342, -1.56847], [-3.45462, 1.17422, -2.38566]]}

--- B ---
{"formula": "H3O3PS2", "method": "ωB97M-V with the def2-TZVPD basis set", "smiles": "O=[SH]#S#P(O)O", "mol_weight_g_mol": 146.1, "multiplicity": 1, "charge": 0, "species": ["O", "S", "S", "P", "O", "O", "H", "H", "H"], "xyz": [[-0.90011, -0.83649, 1.40455], [0.38765, -0.67483, 2.10963], [1.34962, 0.35837, 0.50790], [-0.17718, -0.37809, -0.99917], [-1.27854, 0.78836, -1.03842], [0.68549, 0.04142, -2.30167], [0.32130, 0.50654, 3.01317], [-2.04818, 0.27202, -0.52964], [1.65994, -0.07731, -2.16635]]}

Result of the stability comparison: B is the most stable of them.

--- A ---
{"formula": "C22H24ClN3O6PdS", "method": "ωB97M-V with the def2-TZVPD basis set", "mol_weight_g_mol": 600.4, "multiplicity": 2, "charge": -1, "species": ["Pd", "C", "C", "N", "C", "C", "N", "C", "O", "O", "C", "O", "O", "H", "H", "H", "H", "H", "O", "N", "C", "C", "C", "C", "C", "S", "H", "H", "H", "H", "Cl", "C", "C", "C", "C", "C", "C", "C", "H", "H", "H", "H", "H", "H", "C", "C", "C", "C", "O", "H", "H", "H", "H", "H", "H", "H", "H", "H"], "xyz": [[-0.15130, -0.24036, -0.30624], [-0.86724, 3.23824, -0.77436], [-0.84191, 2.63418, 0.58064], [-0.57743, 1.36624, 0.83976], [-0.67025, 1.17626, 2.19528], [-0.99113, 2.35909, 2.77883], [-1.08062, 3.27469, 1.74924], [-1.22323, 2.78657, 4.18278], [-1.18765, 1.82222, 5.07054], [-1.44403, 3.96326, 4.42025], [-0.51191, -0.20531, 2.76799], [-0.59399, -0.29632, 4.02047], [-0.31843, -1.09074, 1.91839], [-0.88846, 2.42141, -1.49611], [0.00566, 3.87072, -0.93831], [-1.76714, 3.83895, -0.91110], [-1.31267, 4.24332, 1.89392], [-1.06102, 0.90579, 4.60553], [0.23743, -1.95130, -1.32792], [0.98901, -1.85465, -2.44183], [1.04278, -2.98472, -3.19682], [1.78484, -3.06357, -4.33793], [2.49379, -1.91258, -4.72898], [2.42180, -0.77753, -3.96922], [1.66259, -0.70852, -2.77212], [1.57423, 0.66836, -1.79898], [0.44307, -3.78782, -2.79482], [1.80036, -3.98430, -4.89858], [3.09075, -1.92505, -5.63086], [2.94378, 0.12486, -4.25004], [2.28404, -2.95668, 3.69049], [2.61049, -1.31169, 3.21806], [2.59238, -0.34514, 4.19756], [2.84431, 0.98143, 3.86779], [3.12429, 1.32612, 2.54662], [3.14142, 0.35659, 1.56894], [2.86971, -1.00191, 1.86321], [2.78068, -1.92893, 0.81967], [2.34052, -0.62854, 5.20869], [2.79589, 1.74112, 4.63526], [3.30891, 2.35857, 2.28207], [3.30661, 0.62202, 0.53155], [2.40526, -2.92506, 0.98138], [2.97232, -1.59596, -0.19016], [-2.56716, -1.39586, -2.90274], [-2.82404, -0.39850, -1.76389], [-3.97392, 0.54124, -2.15378], [-3.19989, -1.15575, -0.49235], [-1.70606, 0.39818, -1.56387], [-3.44762, -2.00462, -3.12331], [-1.74351, -2.05654, -2.62972], [-2.28888, -0.84899, -3.80469], [-4.91219, 0.00795, -2.32387], [-3.71599, 1.08082, -3.06636], [-4.12852, 1.27124, -1.35847], [-4.12209, -1.72847, -0.62114], [-3.34044, -0.45665, 0.33633], [-2.40818, -1.85736, -0.20267]]}

--- B ---
{"formula": "C22H24ClN3O6PdS", "method": "ωB97M-V with the def2-TZVPD basis set", "mol_weight_g_mol": 600.4, "multiplicity": 2, "charge": -1, "species": ["Pd", "C", "C", "N", "C", "C", "N", "C", "O", "O", "C", "O", "O", "H", "H", "H", "H", "H", "O", "N", "C", "C", "C", "C", "C", "S", "H", "H", "H", "H", "Cl", "C", "C", "C", "C", "C", "C", "C", "H", "H", "H", "H", "H", "H", "C", "C", "C", "C", "O", "H", "H", "H", "H", "H", "H", "H", "H", "H"], "xyz": [[0.40013, -0.40433, 0.35357], [-0.28435, 3.72161, -0.01277], [-1.34265, 2.68054, -0.07810], [-1.15846, 1.37815, -0.09401], [-2.39986, 0.79900, -0.18568], [-3.35846, 1.78223, -0.21539], [-2.66239, 2.96192, -0.13369], [-4.83634, 1.82484, -0.30774], [-5.44855, 0.68239, -0.45372], [-5.39831, 2.90631, -0.25656], [-2.55880, -0.68023, -0.32308], [-3.73494, -1.12981, -0.33618], [-1.51679, -1.35753, -0.42759], [0.65213, 3.25499, 0.28830], [-0.54411, 4.49115, 0.71535], [-0.14712, 4.19439, -0.98710], [-3.10917, 3.86472, -0.13171], [-4.74918, -0.10240, -0.57551], [-0.58625, -0.39874, 2.23397], [-0.72810, 0.83312, 2.70561], [-1.93238, 1.15172, 3.21976], [-2.17067, 2.37617, 3.78389], [-1.12224, 3.30086, 3.81464], [0.09065, 2.97082, 3.26360], [0.32215, 1.71994, 2.66182], [1.75561, 1.30080, 1.84401], [-2.65763, 0.35660, 3.13351], [-3.14841, 2.59759, 4.18331], [-1.26730, 4.27774, 4.25735], [0.91492, 3.66995, 3.25365], [0.22400, -3.29878, 3.60782], [1.76981, -2.62165, 3.17585], [2.72625, -2.52908, 4.17818], [3.98246, -2.02885, 3.88206], [4.27925, -1.63072, 2.58446], [3.31996, -1.73110, 1.59692], [2.03780, -2.22225, 1.86864], [1.05310, -2.26608, 0.76720], [2.47333, -2.85167, 5.17898], [4.72638, -1.95519, 4.66495], [5.25584, -1.22972, 2.34475], [3.50854, -1.38798, 0.58488], [0.13481, -2.80095, 0.99673], [1.52160, -2.58483, -0.15794], [1.32595, 1.51301, -2.26786], [1.90931, 0.10320, -2.29839], [1.15611, -0.73593, -3.33904], [3.39340, 0.19064, -2.68428], [1.87510, -0.54132, -1.06206], [1.34807, 1.96426, -3.26412], [1.89604, 2.14504, -1.58267], [0.29206, 1.48589, -1.92990], [1.22000, -0.30669, -4.34320], [0.10185, -0.81025, -3.06061], [1.57031, -1.74519, -3.36049], [3.53309, 0.59645, -3.69028], [3.83341, -0.80757, -2.64747], [3.92340, 0.82490, -1.97158]]}

Result of the stability comparison: B is the most stable of them.